[1]
# C24H54Cl6N6O6

A 9-piece molecular cluster, C24H54Cl6N6O6 overall in a non-equilibrium geometry (ωB97M-V/def2-TZVPD, OMol25).

```
96
Properties=species:S:1:pos:R:3:mulliken_charge:R:1
Cl -0.85944 -1.48107 -7.34459 -0.188
Cl 6.34814 -1.31547 2.55787 -0.178
Cl 0.67656 0.95092 0.13605 -0.058
Cl 4.85963 0.49116 -1.00702 -0.199
Cl -1.55946 -1.81046 -3.85773 -0.150
Cl 0.88771 -3.12618 -1.61022 -0.202
O 2.15536 -1.61765 2.39661 -0.572
O -3.63809 -4.75480 -1.84405 -0.711
O -5.27622 4.18459 1.22900 -0.166
O -1.71490 -3.34312 3.31170 -0.556
O 2.63053 6.34941 3.11862 -0.641
O 0.23872 6.26218 -1.94250 -0.619
N -3.28896 3.50395 0.41474 0.155
N 1.40167 -1.74200 4.55283 0.175
N -2.61602 -5.16283 -3.87808 0.178
N 2.33851 4.20520 2.40847 0.239
N -3.65435 -2.87122 2.27847 0.146
N 1.52088 4.46132 -2.07201 0.212
C 1.75480 3.17957 -2.71099 -0.573
C 2.89807 2.90523 2.06855 -0.933
C -4.05517 4.36581 1.02947 0.468
C -3.78898 -5.76047 -4.50788 -0.913
C 2.32135 4.89814 -0.95235 -1.271
C 1.45276 -2.12104 3.23812 -0.002
C 3.15061 5.26443 2.68859 0.244
C -2.62583 -4.75941 -2.59715 0.317
C 6.30566 -0.66788 0.92868 -0.512
C 0.50236 5.22502 -2.57166 0.047
C -2.92041 -3.53187 3.18996 0.103
C 0.25770 -1.73187 -0.65173 0.010
C 4.92083 -0.15561 0.61379 0.161
C -1.87436 3.80521 0.13344 -0.915
C 1.19553 -0.46376 -0.87292 -0.129
C -0.15910 -0.66802 -5.93375 -0.556
C 2.45592 -0.83738 5.08833 -0.904
C 0.90572 4.23717 2.65160 -0.819
C -1.42964 -5.20827 -4.68094 -0.817
C -3.17523 -1.93810 1.26091 -0.574
C -4.96242 -3.30086 1.96882 -0.964
C 0.67644 -2.48231 5.54965 -0.849
C -0.00225 -1.60874 -4.75362 -0.121
C -3.66747 2.17207 -0.04434 -0.865
H 0.75292 -2.92820 2.97181 0.430
H 0.58055 3.62973 3.49622 0.425
H 0.40967 -2.57000 -5.06085 0.309
H -1.64737 -4.56289 -5.53193 0.318
H 4.19239 4.98961 2.46200 0.308
H 0.11991 -1.83616 6.22851 0.282
H 0.31543 -1.93465 0.41768 0.051
H 1.38757 -3.08431 6.11532 0.340
H 1.21957 -0.12007 -1.90703 0.302
H 2.09958 -0.04436 5.74579 0.351
H 0.78546 -0.33033 -6.36021 0.348
H 3.97510 2.84822 2.22622 0.381
H 2.58310 2.20617 2.84329 0.482
H 0.48823 5.23985 2.74340 0.405
H -3.53626 -2.24438 0.27910 0.399
H 1.79709 2.51077 -1.85132 0.041
H 0.99482 2.96689 -3.46285 0.243
H -3.54877 -4.17446 3.82591 0.257
H -1.26612 3.02284 0.58736 0.141
H 3.17335 -1.43149 5.65439 0.343
H 2.51662 2.49338 1.13422 -0.025
H -0.76622 0.20300 -5.68709 0.324
H -3.79688 -5.43622 -5.54850 0.300
H 4.21845 -0.98737 0.66785 0.119
H 0.70925 -1.20535 -4.03311 0.040
H -0.03877 -3.15732 5.07960 0.258
H -1.64045 3.92650 -0.92423 0.350
H -4.61883 -5.45833 -3.86901 0.302
H -2.94942 1.44772 0.34014 0.324
H 4.58135 0.59282 1.32982 -0.024
H 2.19262 -0.62782 -0.46428 -0.159
H 0.38844 3.85878 1.76992 -0.012
H -3.66236 -0.99150 1.49487 0.310
H 2.31854 5.97865 -0.80878 0.378
H 7.07034 0.07389 0.69813 0.355
H -1.21218 -6.24731 -4.92832 0.375
H -3.78220 -6.84663 -4.41662 0.317
H -2.08781 -1.93388 1.18598 -0.096
H -0.01242 4.79857 -3.44650 0.354
H -3.73717 2.12324 -1.13101 0.328
H -0.80190 -1.54268 -0.82363 0.183
H 2.73748 3.09125 -3.17429 0.300
H 2.07802 4.42510 -0.00097 0.434
H -4.92971 -3.98070 1.11744 0.371
H -0.59465 -4.93536 -4.03564 0.145
H -5.44415 -3.84098 2.78388 0.312
H -1.57968 4.72059 0.64661 0.330
H 3.37723 4.78099 -1.19625 0.393
H -5.65431 -2.49612 1.72028 0.310
H -3.55372 5.31116 1.28845 0.408
H -4.64190 1.94518 0.38821 0.374
H 2.98182 -0.24729 4.33778 0.162
H 6.51978 -1.51740 0.28017 0.302
H -1.64880 -4.47226 -2.17863 0.202
```

For the orbital gap (alpha / beta), the calculation gives 7.01 / 2.07 eV. As for the total charge: +1. Its spin multiplicity is 2. Its expectation value of S² is 0.756. For the max |F|, the calculation gives 4.47 eV/Å. The calculation puts the lowest unoccupied orbital energy (alpha / beta) at -3.91 / -8.85 eV. The value obtained for the HOMO energy (alpha / beta) is -10.9 / -10.9 eV.



[2]
# C24H54F3KN6O8P2

C24H54F3KN6O8P2 as an isolated structure in a non-equilibrium geometry (ωB97M-V/def2-TZVPD, OMol25).

```
98
Properties=species:S:1:pos:R:3:mulliken_charge:R:1
K -0.60531 0.77124 -0.52448 0.705
P 0.96167 -2.94429 -0.50944 -0.706
P -0.19907 1.17708 3.65326 0.244
F 3.34886 0.32486 -1.65501 -0.132
F 3.99546 2.22260 -0.77498 -0.293
F 4.80822 1.56867 -2.67239 -0.307
O -2.23133 3.19443 -0.96272 -0.532
O 0.58059 -1.59787 -0.02741 0.292
O -2.67878 -0.73559 0.21648 -0.217
O 1.26262 2.01468 -2.39845 -0.583
O 2.72993 2.31138 -4.12331 -0.426
O -4.80470 -1.34312 0.16594 -0.397
O -2.34622 3.64301 -3.11606 -0.299
O -0.34921 1.71399 2.27717 -0.755
N 1.35638 0.62950 3.95655 0.540
N 0.79050 -3.09675 -2.15127 0.676
N -0.44662 2.30773 4.86396 0.375
N -0.01587 -4.08623 0.23514 0.469
N -1.16035 -0.14313 4.03851 0.391
N 2.57557 -3.27549 -0.07979 0.408
C -1.06318 2.05187 6.15438 -1.270
C -1.38405 5.81992 -3.19370 -0.611
C -6.05774 -0.79611 -0.26886 -0.477
C 0.67812 -4.38650 -2.81824 -0.973
C -1.05708 5.13540 -1.85572 -0.150
C -1.96518 3.93648 -1.86566 0.436
C 2.77887 1.01249 -4.65122 0.384
C -4.35391 0.76302 -0.78931 -0.121
C -5.64275 0.15459 -1.38288 -0.628
C 1.84324 0.33097 5.28538 -1.101
C 3.02149 1.16567 -6.15720 -1.452
C 2.53029 2.33647 -2.70154 -0.272
C -2.62074 -0.01494 4.02986 -0.957
C -1.46413 -3.86776 0.23226 -0.822
C -0.03519 3.66982 4.57109 -1.097
C -3.80607 -0.49224 -0.12826 0.105
C 1.14215 -1.97264 -3.01160 -0.999
C -1.89962 4.62250 -4.04374 -0.437
C 3.67638 1.61783 -1.92379 0.797
C 3.43116 -2.18986 0.35900 -0.379
C 3.34003 -4.33673 -0.71942 -1.157
C -0.71398 -1.46312 3.60742 -1.502
C 0.41901 -5.46321 0.44622 -1.105
C 2.25491 0.30505 2.86581 -1.015
H 4.00151 -4.80259 0.01675 0.300
H 2.04127 1.24368 -6.64030 0.309
H -1.70469 -2.95218 0.76376 -0.063
H -1.38663 1.01105 6.21719 0.486
H 3.92236 -1.68373 -0.47900 0.296
H -4.44656 1.53787 -0.03115 0.269
H -2.19717 6.53061 -3.05706 0.294
H 2.45785 -0.56808 5.23306 0.420
H 2.67088 3.38764 -2.40249 0.063
H -1.97795 -4.69552 0.71959 0.427
H -1.89829 2.71092 6.38269 0.338
H -0.04191 4.73287 -1.82392 -0.013
H 0.56072 -1.98862 -3.93371 0.450
H -0.26482 2.05517 6.90739 0.376
H 0.17684 4.20229 5.50103 0.414
H 0.07850 -5.73164 1.45247 0.371
H 3.58866 0.37192 -4.27673 0.156
H 0.32294 -1.66864 3.88181 0.222
H 2.73748 -0.65965 3.07966 0.474
H -3.07005 -0.93913 4.39509 0.423
H -2.71096 4.98652 -4.66630 0.300
H 2.20605 -1.95527 -3.27589 0.336
H 3.58538 2.04915 -6.44835 0.334
H 2.43291 1.16967 5.67795 0.293
H 1.65351 -4.82428 -3.05986 0.284
H 0.08323 -5.06107 -2.20760 0.275
H -0.77333 -1.62793 2.52697 0.643
H 4.22570 -2.62264 0.97685 0.456
H 1.89753 0.39841 -4.45166 0.030
H 3.94325 -3.87709 -1.51329 0.289
H -6.68324 -1.61758 -0.62211 0.331
H -6.60366 -0.35078 0.56552 0.274
H -2.97533 0.15251 3.00954 0.094
H 3.07684 1.02546 2.80717 0.274
H 2.92601 -1.45045 0.96741 -0.437
H -0.50196 6.23864 -3.66746 0.330
H -1.03403 4.29352 -4.61579 0.304
H -2.92269 0.75527 4.73901 0.354
H 1.02618 0.20679 5.99689 0.323
H 0.93492 3.66980 4.06695 0.344
H -3.72192 1.08876 -1.61018 0.103
H -1.28253 -2.23036 4.13495 0.457
H 3.49649 0.31028 -6.64314 0.364
H -6.47808 0.79858 -1.65318 0.376
H -5.32504 -0.42570 -2.24849 0.266
H 0.97208 -1.01507 -2.51654 -0.003
H 0.20311 -4.21569 -3.78674 0.329
H 1.49832 -5.55501 0.43728 0.317
H -0.74583 4.23543 3.96949 0.240
H -1.24361 5.72925 -0.96479 0.374
H 2.70850 -5.11450 -1.14003 0.467
H -1.81044 -3.81854 -0.80427 0.292
H -0.03745 -6.18977 -0.23570 0.363
H 1.78481 0.15380 1.89729 -0.038
```

For the orbital gap, the calculation gives 6.92 eV. Its energy relative to the best compared isomer or geometry (same formula, charge and spin) is 0.0817 eV. For the max |F|, the calculation gives 2.81 eV/Å. The calculation puts the lowest unoccupied orbital energy at 0.25 eV. The value obtained for the HOMO energy is -6.7 eV.



Q: Among the records above, which one has the highest max |F|?
A: C24H54Cl6N6O6



Q: The highest max |F| belongs to which entry?
A: C24H54Cl6N6O6